--- a ---
Below is a 3-piece molecular cluster, C4H16N2O2 overall, with properties calculated with wB97M-V/def2-TZVPD.

Results
HOMO-LUMO gap in eV: 9.91
Charge: 0
SMILES string: CNCCCN.O.O
E_HOMO in eV: -9.084

CARTESIAN COORDINATES (ANGSTROEM)
C1 0.334 1.985 1.828
N1 0.109 1.099 0.685
C2 -0.548 -0.149 1.084
C3 -1.258 -0.790 -0.116
C4 -0.325 -1.142 -1.242
N2 0.601 -2.229 -0.884
H1 -0.581 2.528 2.075
H2 0.736 1.456 2.697
H3 1.059 2.742 1.528
H4 1.031 0.881 0.324
H5 -1.331 0.137 1.789
H6 0.112 -0.878 1.558
H7 -2.014 -0.075 -0.442
H8 -1.795 -1.668 0.251
H9 0.235 -0.267 -1.576
H10 -0.889 -1.408 -2.151
H11 0.115 -2.980 -0.415
H12 1.043 -2.578 -1.730
H13 -2.247 1.643 -1.904
H14 -0.793 2.139 -1.825
O1 -1.446 1.747 -2.424
H15 2.301 -0.926 -0.393
H16 2.646 -0.804 1.073
O2 2.903 -0.462 0.211

---

--- b ---
Below is a 3-piece molecular cluster, C4H16N2O2 overall, with properties calculated with wB97M-V/def2-TZVPD.

Results
HOMO-LUMO gap in eV: 8.76
Charge: 0
SMILES string: CC(C)NCN.O.O
E_HOMO in eV: -8.392

CARTESIAN COORDINATES (ANGSTROEM)
C1 -0.584 0.056 1.493
C2 -0.767 0.382 -0.007
C3 -1.960 -0.415 -0.563
N1 -0.884 1.742 -0.204
C4 0.233 2.529 -0.552
N2 0.918 2.266 -1.852
H1 -0.299 -1.003 1.652
H2 -1.589 0.167 1.893
H3 -0.111 0.801 2.012
H4 0.204 -0.053 -0.540
H5 -1.761 -1.374 -0.166
H6 -2.078 -0.402 -1.614
H7 -2.855 -0.501 0.081
H8 -1.793 2.045 -0.505
H9 1.114 2.222 0.112
H10 0.027 3.649 -0.399
H11 1.441 1.404 -1.864
H12 0.336 2.403 -2.638
H13 0.034 -3.520 0.871
H14 -0.188 -4.634 1.936
O1 -0.269 -3.714 1.822
H15 4.315 -1.453 -0.641
H16 2.931 -0.963 -0.411
O2 3.586 -1.631 0.085

---

Which one is most stable, and which one is least stable? a is the most stable of them, while b is the least stable.

---

--- a ---
Below is the molecule C6H9NO, with properties calculated with wB97M-V/def2-TZVPD.

Results
HOMO-LUMO gap in eV: 9.43
Charge: 0
SMILES string: O[C@@H]1[C@H]2C[C@H]3CN3[C@@H]12
E_HOMO in eV: -8.597

CARTESIAN COORDINATES (ANGSTROEM)
C1 1.456 -0.272 -0.284
C2 0.601 0.928 0.226
C3 -0.855 1.352 -0.170
C4 -1.659 0.062 0.137
C5 -1.256 -1.143 -0.578
C6 0.486 -0.365 0.988
H1 3.202 -0.930 -0.254
H2 1.149 -0.741 -1.183
H3 1.144 1.716 0.669
H4 -1.252 2.295 0.366
H5 -0.806 1.575 -1.222
H6 -2.753 0.246 0.373
H7 -1.927 -1.932 -0.691
H8 -0.402 -1.127 -1.133
H9 0.948 -0.619 1.946
N1 -0.827 -0.887 0.855
O1 2.750 -0.159 -0.044

---

--- b ---
Below is the molecule C6H9NO, with properties calculated with wB97M-V/def2-TZVPD.

Results
HOMO-LUMO gap in eV: 9.60
Charge: 0
SMILES string: C=C1N2CC[C@]12OC
E_HOMO in eV: -8.535

CARTESIAN COORDINATES (ANGSTROEM)
C1 0.851 0.247 -0.652
C2 2.149 0.102 -0.986
C3 -1.187 -1.307 -0.463
C4 0.034 -1.612 0.566
C5 -0.772 0.128 -0.275
C6 -0.812 2.039 0.724
N1 0.352 -0.227 0.667
O1 -1.533 1.128 -0.104
H1 2.459 0.430 -2.012
H2 2.954 -0.197 -0.298
H3 -1.273 -1.713 -1.486
H4 -2.125 -1.463 -0.021
H5 -0.372 -1.907 1.522
H6 0.804 -2.325 0.197
H7 -0.718 2.884 0.104
H8 0.310 1.624 0.731
H9 -1.122 2.170 1.785

---

--- c ---
Below is the molecule C6H9NO, with properties calculated with wB97M-V/def2-TZVPD.

Results
HOMO-LUMO gap in eV: 10.14
Charge: 0
SMILES string: C=NC(=C)CCC=O
E_HOMO in eV: -9.245

CARTESIAN COORDINATES (ANGSTROEM)
O1 -1.724 -1.688 -1.659
C1 -1.141 -0.658 -1.461
C2 -1.539 0.309 -0.370
C3 -0.417 1.214 0.092
C4 0.602 0.619 1.013
C5 0.856 1.022 2.251
C6 2.217 -0.449 -0.244
N1 1.214 -0.587 0.512
H1 -0.228 -0.408 -2.035
H2 -1.981 -0.237 0.460
H3 -2.398 0.904 -0.707
H4 -0.737 2.140 0.584
H5 0.092 1.695 -0.758
H6 0.370 1.896 2.655
H7 1.610 0.552 2.864
H8 2.716 0.491 -0.483
H9 2.638 -1.353 -0.668

---

Which one is most stable, and which one is least stable? c is the most stable of them, while b is the least stable.

---

--- a ---
Below is the molecule C6H9NO, with properties calculated with wB97M-V/def2-TZVPD.

Results
HOMO-LUMO gap in eV: 10.00
Charge: 0
SMILES string: C1[C@H]2CN2C[C@H]2O[C@H]12
E_HOMO in eV: -9.021

CARTESIAN COORDINATES (ANGSTROEM)
C1 0.539 -1.532 -0.553
C2 0.369 -0.465 0.710
C3 0.930 0.477 1.831
C4 -0.705 1.290 -0.255
C5 -1.261 0.058 -0.905
C6 0.040 -0.339 -1.549
H1 1.473 -2.254 -0.412
H2 -0.105 -2.328 -0.292
H3 -0.937 -0.614 0.773
H4 2.077 0.588 1.824
H5 0.385 0.398 2.761
H6 -0.246 2.145 -0.845
H7 -1.212 1.896 0.801
H8 -1.899 -0.642 -0.575
H9 0.932 0.472 -1.448
N1 0.707 0.909 0.438
O1 -1.086 -0.058 -2.304

---

--- b ---
Below is the molecule C6H9NO, with properties calculated with wB97M-V/def2-TZVPD.

Results
HOMO-LUMO gap in eV: 9.57
Charge: 0
SMILES string: O[C@@H]1[C@@H]2C=CCN[C@@H]12
E_HOMO in eV: -8.662

CARTESIAN COORDINATES (ANGSTROEM)
C1 1.025 1.426 0.812
C2 -0.267 0.782 0.406
C3 -1.395 -1.134 -0.053
C4 -0.229 -1.379 -0.929
C5 0.994 -0.853 -0.812
C6 1.067 -0.008 0.433
H1 1.180 2.360 -0.875
H2 1.351 1.601 1.786
H3 -0.527 1.194 -0.584
H4 -2.100 0.442 0.972
H5 -2.175 -0.885 -0.752
H6 -1.633 -2.046 0.461
H7 -0.387 -2.086 -1.761
H8 1.805 -1.183 -1.392
H9 1.114 -0.684 1.280
N1 -1.224 -0.057 0.993
O1 1.402 2.510 0.015

---

--- c ---
Below is the molecule C6H9NO, with properties calculated with wB97M-V/def2-TZVPD.

Results
HOMO-LUMO gap in eV: 9.25
Charge: 0
SMILES string: [H]/N=C(/C)CC(O)=C=C
E_HOMO in eV: -8.594

CARTESIAN COORDINATES (ANGSTROEM)
C1 1.228 -1.025 1.181
C2 -1.303 0.340 -0.110
C3 -0.470 1.369 -0.177
C4 0.805 -0.735 -0.228
C5 -0.725 -0.993 -0.491
C6 0.092 2.528 -0.369
O1 -2.464 0.390 0.610
N1 1.692 -0.655 -1.132
H1 -2.908 -0.466 0.554
H2 1.354 -0.514 -2.080
H3 2.270 -0.746 1.314
H4 1.118 -2.086 1.401
H5 0.599 -0.469 1.875
H6 -1.134 -1.789 0.138
H7 -0.874 -1.198 -1.556
H8 0.894 2.880 0.270
H9 -0.176 3.168 -1.199

---

Which one is most stable, and which one is least stable? c is the most stable of them, while a is the least stable.

---

--- a ---
Below is C6H9NO as an isolated structure, with properties calculated with wB97M-V/def2-TZVPD.

Results
HOMO-LUMO gap in eV: 8.81
Charge: 0
E_HOMO in eV: -8.741

CARTESIAN COORDINATES (ANGSTROEM)
C1 0.144 -0.717 -0.710
C2 -1.119 0.411 -0.753
C3 -1.220 0.181 0.719
C4 0.340 -0.007 0.628
C5 0.639 1.446 0.431
C6 -0.152 1.702 -0.715
H1 0.897 -2.594 -1.360
H2 -0.250 -2.821 0.550
H3 0.945 -0.505 -1.274
H4 -1.846 0.089 -1.635
H5 -1.415 0.847 1.592
H6 -1.920 -0.735 0.568
H7 2.092 0.689 1.941
H8 1.672 1.995 0.651
H9 0.023 2.509 -1.427
N1 -0.201 -2.082 -0.769
O1 1.372 -0.407 1.563

---

--- b ---
Below is the molecule C6H9NO, with properties calculated with wB97M-V/def2-TZVPD.

Results
HOMO-LUMO gap (spin up / spin down) in eV: 8.85 / 8.85
Charge: 0
SMILES string: C=C1[C@@H](C)[C@@H]1/C=[NH+]/[O-]
E_HOMO (spin up / spin down) in eV: -7.946 / -7.945

CARTESIAN COORDINATES (ANGSTROEM)
C1 -0.646 0.007 -0.684
C2 0.083 0.207 0.675
C3 -2.058 -0.204 -0.624
C4 0.056 -1.042 0.043
C5 1.231 1.252 0.621
C6 0.611 -2.184 0.045
N1 -2.914 0.486 -1.372
O1 -4.173 0.503 -1.247
H1 -0.215 0.635 -1.460
H2 -0.393 0.613 1.551
H3 -2.529 -0.730 0.214
H4 1.660 1.211 1.646
H5 0.706 2.166 0.536
H6 1.966 1.194 -0.191
H7 -2.686 0.843 -2.331
H8 1.008 -2.541 1.000
H9 0.625 -2.948 -0.670

---

--- c ---
Below is the molecule C6H9NO, with properties calculated with wB97M-V/def2-TZVPD.

Results
HOMO-LUMO gap in eV: 9.13
Charge: 0
SMILES string: CC1(C)NC=CC1=O
E_HOMO in eV: -8.594

CARTESIAN COORDINATES (ANGSTROEM)
C1 1.189 -0.744 1.363
C2 0.474 -0.353 -0.011
C3 1.558 -0.215 -1.023
C4 -1.830 -0.682 -0.176
C5 -1.754 0.649 0.267
C6 -0.311 0.979 0.011
H1 2.018 -1.420 1.094
H2 1.685 0.236 1.850
H3 0.277 -1.110 2.005
H4 1.077 -0.111 -1.991
H5 2.312 -1.093 -1.145
H6 1.902 1.057 -0.826
H7 -0.309 -2.104 -0.950
H8 -2.690 -1.383 -0.545
H9 -2.425 1.369 0.609
N1 -0.510 -1.265 -0.325
O1 0.471 1.951 -0.051

---

Which one is most stable, and which one is least stable? c is the most stable of them, while a is the least stable.

---

--- a ---
Below is the molecule C6H9NO, with properties calculated with wB97M-V/def2-TZVPD.

Results
HOMO-LUMO gap in eV: 8.24
Charge: 0
SMILES string: C/C=C(\N)CC=C=O
E_HOMO in eV: -7.585

CARTESIAN COORDINATES (ANGSTROEM)
C1 -1.342 -0.577 -0.878
C2 0.989 1.503 1.374
C3 -0.219 0.402 -0.550
N1 0.665 0.762 -1.549
C4 -1.059 -1.800 -0.038
C5 -0.197 0.882 0.719
C6 0.180 -2.225 0.049
O1 1.224 -2.775 0.118
H1 1.512 1.219 -1.227
H2 0.842 0.041 -2.244
H3 -1.335 -0.852 -1.940
H4 -2.325 -0.156 -0.635
H5 -1.759 -2.066 0.747
H6 -1.052 0.707 1.369
H7 0.862 1.458 2.461
H8 1.892 0.928 1.136
H9 1.121 2.548 1.088

---

--- b ---
Below is C6H9NO as an isolated structure, with properties calculated with wB97M-V/def2-TZVPD.

Results
HOMO-LUMO gap in eV: 10.32
Charge: 0
E_HOMO in eV: -9.212

CARTESIAN COORDINATES (ANGSTROEM)
C1 -0.884 0.552 -0.134
C2 -0.271 -0.153 1.057
C3 -0.337 -0.684 -0.854
C4 1.195 -0.554 -0.714
C5 1.741 0.707 -0.184
C6 1.221 -0.165 0.789
H1 -2.691 -0.379 -0.596
H2 -2.663 0.505 0.772
H3 -0.624 1.561 -0.390
H4 -0.749 0.094 2.023
H5 -0.787 -1.127 -1.762
H6 1.866 -1.274 -1.071
H7 1.399 1.774 -0.372
H8 2.838 0.742 -0.215
H9 1.813 -0.737 1.490
N1 -2.346 0.515 -0.199
O1 -0.721 -1.376 0.361

---

--- c ---
Below is the molecule C6H9NO, with properties calculated with wB97M-V/def2-TZVPD.

Results
HOMO-LUMO gap in eV: 9.26
Charge: 0
SMILES string: C=C(C)/C(N)=C\C=O
E_HOMO in eV: -8.574

CARTESIAN COORDINATES (ANGSTROEM)
C1 -0.378 1.389 1.155
C2 -0.203 0.852 -0.227
C3 -0.763 1.423 -1.302
C4 0.621 -0.446 -0.398
C5 0.335 -1.675 0.133
C6 -0.849 -2.052 0.847
H1 0.616 1.595 1.591
H2 -0.981 2.289 1.155
H3 -0.851 0.600 1.747
H4 -1.480 2.220 -1.087
H5 -0.717 0.967 -2.286
H6 2.428 -0.919 -1.237
H7 1.982 0.735 -1.425
H8 1.128 -2.414 0.144
H9 -0.849 -3.075 1.237
N1 1.688 -0.228 -1.213
O1 -1.727 -1.263 1.166

---

Which one is most stable, and which one is least stable? c is the most stable of them, while b is the least stable.

---

--- a ---
Below is the molecule C6H9NO, with properties calculated with wB97M-V/def2-TZVPD.

Results
HOMO-LUMO gap in eV: 9.17
Charge: 0
E_HOMO in eV: -8.532

CARTESIAN COORDINATES (ANGSTROEM)
C1 -2.788 -0.447 0.096
C2 2.641 0.423 -0.019
C3 0.824 -1.299 0.174
C4 1.585 -0.039 0.609
C5 -0.730 -1.319 -0.073
C6 -0.969 1.147 -0.375
N1 -1.433 -0.185 -0.086
O1 -3.515 0.495 0.307
H1 -3.029 -1.494 -0.210
H2 3.289 1.263 0.193
H3 3.063 -0.080 -0.939
H4 1.181 -1.637 -0.766
H5 0.895 -2.039 1.034
H6 1.194 0.487 1.413
H7 -1.123 1.915 0.433
H8 0.179 1.080 -0.449
H9 -1.265 1.728 -1.342

---

--- b ---
Below is the molecule C6H9NO, with properties calculated with wB97M-V/def2-TZVPD.

Results
HOMO-LUMO gap in eV: 9.81
Charge: 0
SMILES string: C1O[C@@H]2CN3C[C@@H]2[C@@H]13
E_HOMO in eV: -8.765

CARTESIAN COORDINATES (ANGSTROEM)
C1 0.787 0.735 -1.452
C2 0.951 -0.115 0.633
C3 0.347 -1.415 0.083
C4 -1.428 -0.225 1.057
C5 -0.373 0.803 0.737
C6 -0.578 0.635 -0.731
H1 0.974 1.672 -1.970
H2 0.920 -0.055 -2.161
H3 1.593 -0.139 1.512
H4 0.973 -1.686 -0.751
H5 0.404 -2.167 0.743
H6 -1.210 -0.684 1.986
H7 -2.426 0.168 0.975
H8 -0.250 1.769 1.230
H9 -1.409 1.097 -1.263
N1 -1.009 -0.926 -0.231
O1 1.734 0.534 -0.398

---

Which one is most stable, and which one is least stable? b is the most stable of them, while a is the least stable.